No. 1
# C27H65F2N8O10S2V

A molecular structure, C27H65F2N8O10S2V at a distorted geometry (wB97M-V/def2-TZVPD, the Open Molecules 2025 dataset).

The charge is +1. The relative energy (zero: lowest compared OMol25 entry of this formula, charge and spin) comes out at 112.1 kcal per mole. Its spin multiplicity is 2. Its LUMO energy (spin up / spin down) is -0.1846 / -0.1721 hartree.

The geometry in XYZ format:
```
115
Properties=species:S:1:pos:R:3:mulliken_spin:R:1
O 2.20852 0.36131 -1.60299 -0.22
V 2.78748 -0.19306 -0.28600 1.18
N 1.04504 -1.15959 0.27769 -0.01
S -0.57078 -0.52916 0.34739 0.01
O -0.95973 0.13356 1.60002 0.01
O -1.59645 -1.20369 -0.53682 0.00
F -0.21879 0.74276 -0.57287 0.00
S 0.63131 -2.40778 1.06958 0.01
O -0.24786 -3.41007 0.60452 0.00
O 0.64434 -2.35217 2.55928 0.00
F 2.02457 -3.04189 0.74778 0.00
C -4.25167 1.23579 -2.10881 0.00
C -3.36747 2.03868 -1.18043 0.00
N -4.18073 3.01441 -0.36504 0.00
C -4.39096 4.37216 -0.93512 0.00
C -3.17346 5.21738 -1.30164 0.00
C -3.69166 3.26464 0.93670 0.00
C -3.87080 2.05405 1.88508 0.00
H -4.85127 2.04082 -2.53368 0.00
H -4.96829 0.62822 -1.55618 0.00
H -3.77963 0.61120 -2.86722 0.00
H -3.02334 1.22723 -0.53916 0.00
H -2.45444 2.41891 -1.63857 0.00
H -5.08184 4.74287 -0.17791 0.00
H -4.90043 4.20169 -1.88353 0.00
H -3.41134 6.15304 -1.80766 0.00
H -2.35436 4.83366 -1.90985 0.00
H -2.66118 5.57441 -0.40822 0.00
H -2.61377 3.42090 0.97972 0.00
H -4.07541 4.19553 1.35415 0.00
H -4.52829 1.27274 1.50381 0.00
H -2.93589 1.49419 1.86045 0.00
H -3.93358 2.26320 2.95298 0.00
C -0.46025 -1.57493 -3.97268 0.00
C -0.81603 -0.28576 -4.66323 0.00
N -1.34097 -0.39565 -6.11300 0.00
C -0.25967 -1.06460 -6.97965 0.00
C -0.82593 -1.34448 -8.35220 0.00
C -1.70294 1.00010 -6.52650 0.00
C -2.89570 1.54885 -5.81183 0.00
H -0.73932 -2.47571 -4.51933 0.00
H -0.99180 -1.68590 -3.02756 0.00
H 0.61796 -1.67977 -3.85203 0.00
H -1.58231 0.17840 -4.04237 0.00
H 0.04123 0.38703 -4.63974 0.00
H 0.60195 -0.40167 -7.05857 0.00
H -0.00186 -2.03872 -6.56404 0.00
H -0.19294 -1.07066 -9.19626 0.00
H -1.25493 -2.31856 -8.58723 0.00
H -1.74941 -0.79229 -8.52650 0.00
H -1.99547 1.05481 -7.57509 0.00
H -0.81494 1.60262 -6.33538 0.00
H -3.66864 0.78274 -5.87305 0.00
H -3.25021 2.44536 -6.32045 0.00
H -2.83750 1.76619 -4.74530 0.00
C -5.58295 -3.28189 2.67996 0.00
O -5.20259 -3.95058 3.66627 0.00
N -4.82654 -2.76823 1.63439 0.00
C -5.45327 -1.85465 0.67133 0.00
C -3.41143 -3.11347 1.51944 0.00
H -6.61162 -2.90327 2.57663 0.00
H -4.94343 -1.79029 -0.28993 0.00
H -5.66100 -0.96223 1.26171 0.00
H -6.39894 -2.19814 0.25202 0.00
H -3.13662 -3.85420 0.76851 0.00
H -2.78719 -2.24990 1.28995 0.00
H -3.00094 -3.51977 2.44384 0.00
C 4.20881 -2.88633 -1.87698 0.00
O 3.52490 -1.97022 -1.48115 0.01
N 5.56701 -2.94224 -1.81938 0.00
C 6.25039 -3.79294 -2.70752 0.00
C 6.36217 -1.87898 -1.21395 0.00
H 3.77401 -3.79683 -2.31760 0.00
H 7.28597 -3.95956 -2.41099 0.00
H 6.28838 -3.17174 -3.60237 0.00
H 5.71705 -4.73766 -2.81314 0.00
H 5.93214 -1.33732 -0.37146 0.00
H 7.35307 -2.29634 -1.03500 0.00
H 6.62877 -0.98256 -1.77381 0.00
C 4.36691 -1.47917 2.30984 0.00
O 4.13331 -0.92550 1.25208 -0.01
N 5.20918 -0.91897 3.22320 0.00
C 5.45623 -1.53507 4.50664 0.00
C 5.84272 0.38159 3.12448 0.00
H 4.14507 -2.52826 2.55959 0.00
H 6.51330 -1.45599 4.76051 0.00
H 5.03523 -2.53770 4.58148 0.00
H 4.79219 -1.03930 5.21470 0.00
H 5.89781 0.77627 2.10994 0.00
H 5.38307 1.13437 3.76491 0.00
H 6.91907 0.31263 3.28198 0.00
C 2.59812 2.12814 2.17889 0.00
O 2.53120 1.32009 1.25284 0.01
N 1.56587 2.88622 2.59872 0.01
C 1.53521 3.19910 4.02873 0.00
C 0.29815 2.90985 1.96663 0.00
H 3.57042 2.42217 2.60361 0.00
H 1.00762 2.39729 4.54530 0.00
H 1.08285 4.18736 3.94618 0.00
H 2.59656 3.27085 4.26641 0.00
H -0.33199 2.18430 2.48103 0.00
H -0.17140 3.89262 1.92447 0.00
H 0.30611 2.62547 0.91441 0.00
C 1.45877 0.39361 7.07337 0.00
O 2.65863 0.78500 7.15594 0.00
N 0.94798 -0.14882 6.01874 0.00
C -0.40422 -0.80172 6.00817 0.00
C 1.71621 -0.45492 4.83806 0.00
H 0.75260 0.56203 7.90111 0.00
H -0.22871 -1.84274 6.27943 0.00
H -0.84851 -0.85377 5.01419 0.00
H -1.07792 -0.26395 6.67528 0.00
H 2.53682 0.24349 4.67398 0.00
H 2.06999 -1.48551 4.80922 0.00
H 1.13120 -0.39548 3.92027 0.00
```



No. 2
# C27H67BrClN7O9PS

9 unconnected molecules or ions with the total composition C27H67BrClN7O9PS at a distorted geometry (wB97M-V/def2-TZVPD, the Open Molecules 2025 dataset).

The charge is +1. Its LUMO energy is -0.1483 hartree.

The geometry in XYZ format:
```
114
Properties=species:S:1:pos:R:3:lowdin_charge:R:1
C 3.80652 -2.18093 1.32061 -0.07
C 3.27956 -1.19999 0.07275 -0.32
N 4.10241 -1.11187 -1.02101 0.10
C 1.81872 -0.49634 0.27761 -0.11
C 1.69672 1.05544 -0.22633 -0.59
Br 1.46211 1.41295 -2.22285 0.75
N 0.27355 1.41011 0.25516 0.00
C 0.12299 2.26874 1.49010 -0.15
N -1.02974 2.52733 2.21395 -0.27
C -0.87568 3.47295 3.40194 -0.12
C -1.00773 5.01585 2.77261 -0.17
N -0.99289 6.14146 3.60616 0.06
P -2.55902 1.78524 1.66842 0.71
O -3.69591 2.03548 2.98433 -0.35
Cl -3.32868 2.75787 -0.07552 0.26
N 1.54464 2.79842 1.67268 0.10
C 2.51191 2.24611 0.60427 -0.37
C 4.00338 1.91997 1.19915 -0.10
C 4.92627 3.22973 1.53844 -0.25
N 4.97604 3.47756 3.04775 -0.05
N 2.65622 3.29775 -0.51629 -0.03
C 2.11006 4.49661 -0.12867 -0.51
S 1.75180 6.00021 0.65810 0.63
H 4.14955 -1.54445 2.24047 0.08
H 2.89886 -2.88845 1.63710 0.07
H 4.69882 -2.82993 0.87201 0.09
H 3.59454 -0.49996 -1.69220 0.00
H 1.59484 -0.50515 1.44865 0.14
H 0.96081 -1.15956 -0.20670 0.12
H -0.37090 0.57564 0.28365 0.11
H -1.68707 3.28172 4.25436 0.14
H 0.19866 3.38836 3.87078 0.13
H -1.07587 5.24602 1.61990 0.11
H -1.08871 7.00132 2.98902 0.05
H -3.19424 1.75859 3.82130 0.07
H 1.92012 2.78655 2.66044 0.14
H 4.57097 1.30111 0.36009 0.13
H 3.96742 1.19479 2.14548 0.14
H 4.67667 4.19393 0.92443 0.11
H 6.04327 2.93517 1.23858 0.14
H 5.65964 4.25500 3.19644 0.08
H 4.03122 3.69016 3.43626 0.05
C -0.01729 -4.06994 -3.56855 -0.07
C 0.63513 -2.92830 -2.81677 -0.32
O 0.17162 -2.90365 -1.47482 -0.12
H -1.10702 -3.96364 -3.55957 0.08
H 0.32610 -4.10010 -4.60643 0.05
H 0.21303 -5.02886 -3.09291 0.08
H 0.38452 -1.97056 -3.28229 0.10
H 1.72426 -3.03442 -2.81015 0.10
H 0.40650 -3.75520 -1.06775 0.09
C -5.55876 6.97347 3.01359 -0.10
C -4.32142 7.83607 3.15170 -0.32
O -3.40956 7.54773 2.10210 -0.12
H -5.29271 5.91171 3.04120 0.07
H -6.27015 7.18037 3.81804 0.07
H -6.05125 7.15343 2.05240 0.08
H -3.82037 7.63722 4.10364 0.11
H -4.57774 8.89919 3.11195 0.11
H -3.86119 7.73557 1.26142 0.09
C 4.80622 -3.01359 -5.21889 -0.09
C 3.70604 -4.05437 -5.24278 -0.32
O 2.45653 -3.43331 -5.50600 -0.11
H 4.60445 -2.25787 -4.45268 0.07
H 5.77573 -3.47565 -5.01258 0.08
H 4.86306 -2.48776 -6.17757 0.08
H 3.63818 -4.56202 -4.27610 0.11
H 3.89397 -4.80640 -6.01521 0.11
H 2.52446 -2.99248 -6.37033 0.10
C -3.16886 0.58837 -2.20284 -0.17
C -3.58472 -0.51937 -3.14844 -0.31
O -2.45455 -0.99625 -3.86368 -0.08
H -2.71039 1.41462 -2.75601 0.08
H -4.02976 0.97021 -1.64691 0.01
H -2.42009 0.22835 -1.48973 0.05
H -4.31635 -0.14976 -3.87295 0.12
H -4.03224 -1.35487 -2.60147 0.11
H -1.81441 -1.32997 -3.21186 0.06
C -0.27923 -4.76385 -7.90593 -0.09
C 0.31322 -5.92631 -7.13662 -0.33
O -0.65931 -6.47227 -6.25775 -0.09
H -0.62944 -3.98637 -7.21907 0.07
H 0.45939 -4.32868 -8.58496 0.07
H -1.14718 -5.08759 -8.48960 0.07
H 1.16643 -5.59411 -6.53789 0.09
H 0.65388 -6.71364 -7.81601 0.11
H -1.40914 -6.77200 -6.79990 0.09
C 1.03114 -2.12078 5.05286 -0.09
C 0.61528 -3.22852 4.10726 -0.32
O 1.74545 -3.70540 3.39202 -0.11
H 1.48961 -1.29453 4.49969 0.06
H 0.17024 -1.73894 5.60880 0.07
H 1.77991 -2.48080 5.76597 0.08
H -0.11635 -2.85892 3.38276 0.11
H 0.16776 -4.06402 4.65423 0.11
H 2.38559 -4.03912 4.04385 0.10
C -8.40112 4.46556 5.29173 -0.10
C -9.48012 5.20120 4.52442 -0.32
O -8.90694 5.89461 3.42582 -0.10
H -7.64271 5.16606 5.65643 0.07
H -8.82603 3.92932 6.14491 0.07
H -7.88657 3.74762 4.64473 0.07
H -9.97679 5.93283 5.16848 0.12
H -10.23542 4.50597 4.14534 0.11
H -8.47567 5.23518 2.85558 0.08
C 4.58804 -6.83687 0.12787 -0.09
C 3.86355 -5.75121 -0.64066 -0.32
O 2.45986 -5.94151 -0.54205 -0.09
H 4.32441 -7.82556 -0.26185 0.08
H 5.67170 -6.70716 0.05808 0.08
H 4.29854 -6.82323 1.18372 0.07
H 4.13891 -5.78245 -1.69895 0.11
H 4.11193 -4.76028 -0.24841 0.08
H 2.22431 -5.90364 0.40086 0.08
```